No. 1
Computed, not measured: a 7-piece molecular cluster, C36H96BrN6O6 overall at a distorted geometry, with ωB97M-V/def2-TZVPD.

Atoms and positions in Å:
C  -13.00834  28.89783  -3.72433
C  -13.65577  27.54742  -3.77703
N  -14.53169  27.27492  -2.49484
C  -13.56459  27.04301  -1.29693
C  -15.62556  28.40641  -2.22383
C  -15.20458  29.45627  -1.18779
C  -15.16615  25.86272  -2.58068
C  -15.88869  25.32463  -1.24623
O  -16.82172  26.28151  -0.61555
C  -17.53897  25.55728  0.38943
H  -12.90690  29.17610  -4.77332
H  -11.99011  28.76326  -3.35934
H  -13.41481  29.81109  -3.28977
H  -12.90053  26.77375  -3.91543
H  -14.40464  27.56489  -4.56886
H  -12.97581  26.15351  -1.52105
H  -14.07068  26.97719  -0.33379
H  -12.73881  27.75253  -1.34943
H  -16.66230  28.09986  -2.08496
H  -15.69579  28.95051  -3.16570
H  -15.25099  29.00152  -0.19827
H  -15.80574  30.34841  -1.36327
H  -14.18881  29.84705  -1.24769
H  -14.54306  25.08887  -3.02905
H  -15.84082  26.09483  -3.40472
H  -15.15787  24.97247  -0.51823
H  -16.50986  24.46998  -1.51421
H  -16.77534  25.51925  1.16629
H  -17.93718  24.59710  0.06141
H  -18.42330  26.11903  0.69026
C  -3.62878  32.03907  6.28233
C  -4.54191  33.16642  5.72127
N  -6.08361  32.80403  5.50533
C  -6.70595  33.87866  4.45892
C  -6.24248  31.40079  4.79429
C  -5.35845  31.22736  3.50614
C  -6.89711  32.79715  6.81106
C  -8.37732  32.25532  6.84770
O  -9.11778  32.89097  5.80252
C  -10.39008  32.34372  5.60216
H  -3.80473  31.02193  5.93222
H  -3.62896  31.91608  7.36536
H  -2.58558  32.26199  6.05837
H  -4.16427  33.42623  4.73234
H  -4.48262  34.08559  6.30412
H  -7.72240  33.59139  4.18984
H  -5.98734  33.81540  3.64180
H  -6.67354  34.91040  4.80905
H  -7.23035  31.45559  4.33688
H  -6.17659  30.59840  5.52907
H  -4.52461  30.55779  3.71708
H  -4.90131  32.12103  3.08129
H  -5.89038  30.76179  2.67645
H  -6.97808  33.85424  7.06422
H  -6.28022  32.40367  7.61897
H  -8.82957  32.45014  7.82014
H  -8.31256  31.17834  6.69274
H  -10.37461  31.25587  5.53533
H  -10.73055  32.61588  4.60310
H  -11.05883  32.57558  6.43108
C  -9.60988  20.32900  12.00063
N  -9.84117  21.79286  11.58461
C  -10.88810  22.28721  12.66183
C  -8.56877  22.61168  11.87242
C  -10.29746  22.12322  10.05825
C  -11.49995  21.37979  9.53711
O  -11.17217  19.99125  9.55490
H  -9.29753  20.18226  13.03455
H  -8.82301  19.80457  11.45849
H  -10.61017  19.92642  11.84115
H  -11.71180  21.59641  12.84184
H  -11.14863  23.33747  12.53079
H  -10.33266  22.23252  13.59810
H  -8.08816  22.66100  10.89534
H  -8.02545  22.16169  12.70333
H  -8.93674  23.60907  12.11307
H  -9.53522  21.98409  9.29160
H  -10.61414  23.16615  10.06859
H  -11.75365  21.73508  8.53836
H  -12.25503  21.65340  10.27406
H  -11.93131  19.51464  9.89865
C  -19.15843  23.48429  8.03120
N  -18.50311  22.65377  6.92723
C  -17.82690  23.60143  5.89641
C  -17.46398  21.87259  7.68973
C  -19.52018  21.63691  6.31627
C  -20.53004  22.13632  5.26171
O  -21.33349  23.19859  5.73778
H  -18.42226  24.03196  8.61960
H  -19.82936  22.88414  8.64583
H  -19.74002  24.22521  7.48267
H  -17.26841  23.01438  5.16733
H  -17.11822  24.24617  6.41621
H  -18.65884  24.10419  5.40325
H  -16.63531  22.46931  8.07096
H  -17.09872  21.13221  6.97803
H  -17.91077  21.20394  8.42551
H  -19.97605  21.04807  7.11223
H  -18.87859  21.05182  5.65739
H  -21.23991  21.36991  4.95058
H  -19.95489  22.38774  4.37060
H  -21.03445  24.09038  5.54572
C  -8.30377  18.84084  2.75929
N  -9.25984  17.73650  2.30299
C  -8.37406  16.61171  1.76412
C  -9.91344  17.17762  3.56665
C  -10.41883  18.22101  1.33577
C  -9.88254  18.91201  0.09348
O  -9.27231  20.09270  0.37500
H  -7.71155  18.39859  3.56040
H  -8.79136  19.67734  3.25990
H  -7.68099  18.92686  1.86886
H  -9.07268  15.80640  1.53719
H  -7.67375  16.37212  2.56428
H  -7.88082  16.96507  0.85862
H  -9.13956  16.82197  4.24690
H  -10.60115  16.34336  3.42826
H  -10.48510  18.01694  3.96270
H  -11.06115  18.91060  1.88350
H  -10.97689  17.32757  1.05571
H  -10.72199  19.22852  -0.52558
H  -9.28191  18.37389  -0.63985
H  -9.43843  20.58079  -0.43480
C  -9.29960  27.08659  4.46714
N  -10.36318  25.92381  4.56935
C  -9.69297  24.97541  5.55145
C  -11.70206  26.57205  5.03780
C  -10.56165  25.26099  3.12986
C  -11.48806  24.00643  2.95804
O  -12.78404  24.39586  3.22291
H  -9.76115  28.00479  4.10384
H  -8.46288  26.70757  3.88033
H  -8.99249  27.45557  5.44572
H  -9.54752  25.61167  6.42444
H  -8.81089  24.59702  5.03486
H  -10.45743  24.23344  5.78205
H  -12.35729  25.70245  5.08859
H  -12.06803  27.18349  4.21300
H  -11.51214  27.05318  5.99725
H  -9.60991  24.81348  2.84346
H  -10.73949  26.08693  2.44117
H  -11.21447  23.20397  3.64311
H  -11.29985  23.66065  1.94162
H  -13.26675  23.56964  3.14574
Br  -15.53256  20.11326  2.51895

Summary:
* total charge: +5
* gap between HOMO and LUMO: 4.7447 eV
* multiplicity: 1
* largest force on an atom: 0.065 hartree/bohr

Atomic partial charges in e from the Mulliken method, atoms 1 to 99: -1.166 -0.407 0.200 -1.311 -0.343 -1.208 -0.937 -0.717 -0.259 -0.758 0.405 0.376 0.279 0.378 0.459 0.445 0.412 0.394 0.429 0.400 0.315 0.416 0.298 0.485 0.526 0.452 0.560 0.286 0.331 0.262 -1.202 -0.418 0.049 -0.893 -0.501 -1.258 -0.878 -0.460 -0.251 -0.760 0.276 0.368 0.399 0.399 0.487 0.346 0.470 0.375 0.371 0.565 0.347 0.329 0.354 0.433 0.474 0.510 0.223 0.224 0.297 0.332 -0.875 -0.034 -1.008 -0.779 -0.473 -0.654 -0.529 0.407 0.387 0.372 0.414 0.378 0.482 0.305 0.349 0.398 0.408 0.364 0.382 0.362 0.345 -0.825 -0.047 -0.922 -0.984 -0.355 -0.798 -0.530 0.366 0.366 0.402 0.440 0.320 0.365 0.400 0.441 0.402 0.416 0.382

No. 2
Computed, not measured: a 2-piece molecular cluster, C3H8O5 overall at a distorted geometry, with ωB97M-V/def2-TZVPD.

Atoms and positions in Å:
O  2.28933  1.28223  -1.06998
C  1.58152  1.48226  -0.09486
O  0.25949  1.72481  -0.20484
O  2.02548  1.49526  1.20177
O  0.89454  1.25653  2.10899
H  0.03603  1.36951  -1.09937
H  0.75423  2.18864  2.34995
C  -1.28561  -1.26309  0.47272
C  -0.29937  -1.31858  -0.67560
O  -0.64815  -0.34675  -1.66240
H  -2.24357  -1.70030  0.17440
H  -1.48709  -0.23036  0.77518
H  -0.90641  -1.81735  1.33618
H  -0.27653  -2.31019  -1.13718
H  0.70857  -1.09274  -0.31929
H  -1.40245  -0.71989  -2.15566

Summary:
* structure (SMILES): O=C(O)OO.CCO
* gap between HOMO and LUMO: 11.4790 eV
* multiplicity: 1
* largest force on an atom: 0.048 hartree/bohr

The net atomic charges from natural (NBO), expressed in e, are: -0.598 0.950 -0.700 -0.270 -0.398 0.534 0.470 -0.639 -0.067 -0.749 0.196 0.227 0.217 0.169 0.181 0.478

No. 3
Computed, not measured: a 2-piece molecular cluster, C6H14O overall at a distorted geometry, with ωB97M-V/def2-TZVPD.

Atoms and positions in Å:
C  1.83013  -1.79271  -1.27696
C  1.56156  -0.98806  -0.26918
C  0.28360  -0.21070  -0.19702
C  0.27366  0.90188  0.88926
C  -0.43367  0.36829  2.15248
C  -1.97807  0.38939  2.09168
H  1.17836  -2.10635  -2.08291
H  2.69036  -2.45385  -1.25066
H  2.31829  -0.82437  0.47277
H  0.05804  0.18352  -1.19256
H  -0.57468  -0.88844  -0.06031
H  1.26150  1.30051  1.09419
H  -0.36459  1.69963  0.46809
H  -0.23270  1.12026  2.93194
H  0.03647  -0.55642  2.43721
H  -2.12349  -0.18604  3.01279
H  -2.44612  -0.16367  1.27648
H  -2.47036  1.36784  2.13791
O  -0.90998  0.91890  -3.08842
H  -0.27679  1.60646  -2.85497
H  -1.27160  0.71262  -2.22575

Summary:
* structure (SMILES): C=CCCCC.O
* gap between HOMO and LUMO: 10.4562 eV
* multiplicity: 1
* largest force on an atom: 0.057 hartree/bohr

The net atomic charges from natural (NBO), expressed in e, are: -0.391 -0.178 -0.460 -0.392 -0.392 -0.620 0.194 0.191 0.197 0.206 0.211 0.206 0.192 0.200 0.202 0.216 0.198 0.211 -0.919 0.466 0.462

No. 4
Computed, not measured: C25H45AuNP2 as an isolated structure at a distorted geometry, with ωB97M-V/def2-TZVPD.

Atoms and positions in Å:
Au  0.00000  0.00000  0.00000
C  -2.33408  0.03147  -0.15543
C  -1.86961  -0.66922  1.07262
C  -1.09434  1.61014  1.19772
C  -1.83871  1.43248  -0.06307
C  -1.16045  0.32713  1.93508
C  -3.40754  -0.51761  -1.11160
H  -3.29845  -1.59025  -1.26634
H  -3.37645  -0.04143  -2.08619
H  -4.40116  -0.34583  -0.69914
C  -2.33597  2.66114  -0.84267
H  -3.12442  2.38858  -1.53760
H  -1.52673  3.17644  -1.35884
H  -2.79031  3.38573  -0.16841
C  -0.99167  2.99442  1.85891
H  -1.98704  3.38463  2.06875
H  -0.49692  3.70698  1.19996
H  -0.48054  2.95959  2.81770
C  -0.77578  0.10249  3.40629
H  -1.34259  -0.71787  3.84481
H  -0.98138  0.98908  4.00488
H  0.27954  -0.13503  3.51167
C  -2.41482  -2.01677  1.57596
H  -3.30794  -1.85965  2.18027
H  -1.68927  -2.54399  2.19361
H  -2.69227  -2.67475  0.75488
C  1.03107  -0.77367  -1.82486
C  -0.21750  -1.55660  -1.52745
C  -0.13355  -2.98318  -0.97304
C  0.72949  -3.08199  0.28118
C  0.82157  -1.73688  1.01374
C  1.89450  -0.74767  0.77017
C  2.97686  -1.02276  -0.28153
C  2.41191  -1.39764  -1.63361
H  0.23652  -3.66278  -1.74170
H  1.72269  -3.47351  0.06331
H  -1.14293  -3.32599  -0.74957
H  2.38981  -2.47533  -1.78551
H  1.08209  -0.00200  -2.56820
H  -1.12080  -1.33152  -2.07756
H  3.08491  -1.03241  -2.41125
H  3.58129  -0.12393  -0.39655
H  2.32079  -0.53165  1.74226
H  3.65865  -1.79856  0.06914
H  0.28881  -3.82343  0.94921
H  0.54482  -1.81800  2.06330
P  -1.88750  3.53434  -4.33524
C  -3.32608  4.40170  -5.22297
H  -3.16486  4.45483  -6.29952
H  -3.43354  5.42698  -4.86982
H  -4.26342  3.87356  -5.05287
C  -0.61792  4.71295  -5.10336
H  -0.80603  4.87145  -6.16485
H  0.39410  4.32324  -5.00062
H  -0.66091  5.67962  -4.60118
C  -1.78077  2.21312  -5.69658
H  -1.78956  2.65941  -6.69090
H  -2.62944  1.53301  -5.62346
H  -0.86575  1.62866  -5.61416
P  2.13875  4.48042  2.63957
C  2.36604  4.33126  4.50711
H  3.17922  4.96709  4.85749
H  2.59852  3.30140  4.77703
H  1.45407  4.63199  5.02196
C  3.98454  4.29008  2.23553
H  4.60205  4.94577  2.84862
H  4.16038  4.54407  1.19015
H  4.33216  3.27372  2.41213
C  2.28875  6.37362  2.58562
H  3.22745  6.72128  3.01503
H  1.49348  6.85490  3.15121
H  2.23770  6.72008  1.55316
N  -1.45500  -3.93445  0.95153
C  -0.96176  -2.41404  0.62018

Summary:
* total charge: +1
* gap between HOMO and LUMO (spin up / spin down): 6.0183 / 5.9763 eV
* multiplicity: 3
* largest force on an atom: 0.172 hartree/bohr

The net atomic charges from Mulliken, expressed in e, are: 1.174 0.468 0.522 1.261 0.976 0.656 -1.688 0.414 0.538 0.333 -2.043 0.483 0.322 0.344 -2.223 0.296 0.452 0.517 -1.804 0.382 0.500 0.232 -2.379 0.466 0.537 0.637 -0.822 -0.406 -1.199 -1.544 -0.201 -0.960 -1.129 -0.886 0.532 0.665 0.766 0.276 0.701 1.058 0.445 0.523 0.540 0.352 0.702 1.254 0.544 -1.272 0.367 0.380 0.336 -1.216 0.336 0.351 0.366 -1.212 0.370 0.358 0.343 0.516 -1.208 0.379 0.342 0.359 -1.237 0.357 0.365 0.351 -1.310 0.357 0.381 0.356 -0.926 -0.173